Entry 1:
This record from the Open Molecules 2025 dataset describes the molecule C4H6N2O2 at a distorted geometry. The level of theory is wB97M-V/def2-TZVPD.

Last column: Mulliken charge in e.
Cartesian coordinates (Å):
O: 2.6115 0.1215 -0.6385  -0.499
C: 1.7322 -0.2768 0.5055  -0.361
C: 0.2850 0.4548 0.8149  0.081
N: -0.6981 1.4707 0.3186  -0.644
C: -1.6298 0.7801 -0.3141  0.019
N: -1.8142 -0.6138 -0.1572  -0.258
O: -0.7142 -1.4156 0.2892  -0.370
C: 0.3252 -0.6683 -0.0041  -0.068
H: 1.8880 0.6300 -1.1668  0.355
H: 2.3362 -0.5352 1.3823  0.362
H: 0.0474 0.3449 1.8020  0.352
H: -2.5822 1.0746 -0.7133  0.382
H: -2.2540 -1.1700 -1.0957  0.306
H: 0.4671 -0.1970 -1.0228  0.342

Atoms 1-2, force components in eV/Å:
-3.6392 0.7016 1.1803
-0.2094 1.6673 -1.6584

Calculated values
HOMO level = -0.3234 Ha
LUMO = 0.586 eV
Frontier orbital gap = 9.385 eV
ΔE to the lowest compared entry with this formula, charge and spin = 778.1 kJ/mol
SMILES = O[C@H]1[C@H]2N=CNO[C@H]12
Spin multiplicity = 1
Largest force on an atom = 4.90 eV Å⁻¹

=====

Entry 2:
This record from the Open Molecules 2025 dataset describes a cluster of 2 separate species, C4H6N2O2 in total at a distorted geometry. The level of theory is wB97M-V/def2-TZVPD.

Last column: Mulliken charge in e.
Cartesian coordinates (Å):
C: 2.5252 -0.5882 -0.3339  -0.061
C: 1.6095 0.6105 -0.0832  0.655
C: -2.0427 -0.1446 -0.4609  -0.318
C: -1.6147 -0.1909 1.0470  -0.354
H: 2.4815 -1.1280 -1.7897  0.239
H: -0.1478 1.4018 -0.4068  0.274
H: -2.5839 -1.0013 -0.8289  0.271
H: -1.9489 0.8825 -0.8526  0.228
H: -1.8107 -1.1196 1.4093  0.278
H: -1.4663 0.5613 1.9970  0.215
N: 0.2545 0.5762 -0.5507  -0.202
N: -0.5321 -0.5897 -0.0333  -0.278
O: 3.3774 -0.9986 0.5096  -0.389
O: 1.8989 1.7286 0.3772  -0.559

Atoms 1-2, force components in eV/Å:
4.1609 -2.7226 0.3062
-2.6867 3.5425 0.5279

Calculated values
HOMO level = -0.3525 Ha
LUMO = -0.622 eV
Frontier orbital gap = 8.969 eV
ΔE to the lowest compared entry with this formula, charge and spin = 693.8 kJ/mol
Spin multiplicity = 1
Largest force on an atom = 7.53 eV Å⁻¹

=====

Entry 3:
This record from the Open Molecules 2025 dataset describes the molecule C4H6N2O2 at a distorted geometry. The level of theory is wB97M-V/def2-TZVPD.

Last column: Mulliken charge in e.
Cartesian coordinates (Å):
O: 0.9027 -0.1960 1.5268  -0.557
C: 1.3066 -0.1634 0.2047  -0.306
C: 0.5018 0.7166 -0.6398  -0.162
N: -0.7609 1.3326 -0.3153  -0.229
N: -1.6681 0.4957 0.4047  -0.586
C: -1.6088 -0.7404 0.3351  0.073
O: -0.6860 -1.4304 -0.3184  -0.361
C: 0.4695 -0.7954 -0.8356  -0.048
H: 0.0710 0.2625 1.5079  0.451
H: 2.4126 -0.2642 0.1492  0.357
H: 1.0404 1.3599 -1.3837  0.322
H: -0.5898 2.1394 0.3148  0.306
H: -2.3100 -1.3918 0.7690  0.431
H: 0.9192 -1.3252 -1.7194  0.311

Atoms 1-2, force components in eV/Å:
0.5328 -0.7377 0.4281
1.9574 -0.1091 1.7471

Calculated values
HOMO level = -0.3277 Ha
LUMO = 0.808 eV
Frontier orbital gap = 9.725 eV
ΔE to the lowest compared entry with this formula, charge and spin = 376.9 kJ/mol
SMILES = O[C@@H]1[C@@H]2NN=CO[C@H]12
Spin multiplicity = 1
Largest force on an atom = 3.72 eV Å⁻¹

=====

The highest ΔE to the lowest compared entry with this formula, charge and spin belongs to which entry?
number 1

=====

Which value of LUMO does entry 1 give?
0.586 eV

=====

What is the formula in the second record?
C4H6N2O2